# 1
Density functional theory data (wB97M-V/def2-TZVPD) for the molecule C22H28N2O5S.

```
58
Properties=species:S:1:pos:R:3:lowdin_charge:R:1
S 1.79535 -2.61634 0.54768 0.66
C 0.70253 0.50273 -0.03757 -0.39
H -3.76652 -2.11619 -0.86419 0.10
H -5.61198 -2.96021 0.35080 0.10
C 2.61214 1.07570 1.55845 -0.06
H 0.63763 -1.92218 -1.42073 0.07
C -1.25520 1.77170 -0.65092 -0.08
C -0.60381 1.72046 1.69931 -0.02
H -6.02042 -2.63848 -1.35884 0.10
O 2.87410 -3.55764 0.63902 -0.29
O 0.81033 -2.61717 1.59521 -0.29
H 2.05634 1.94667 1.90510 0.11
H -5.83281 1.41945 0.31735 0.12
H -0.20265 1.02687 2.43291 0.09
H -4.47656 4.76287 0.62074 0.09
H -1.70506 -0.82582 -1.10140 0.11
C -2.56064 1.02970 -0.52938 -0.14
H 0.20996 -4.80844 -0.48334 0.08
C 3.44874 -0.84978 -0.48447 -0.14
H 1.73472 -3.29952 -1.71289 0.10
H -0.85016 -3.45746 -0.09319 0.07
O -3.62940 3.01833 0.14262 -0.09
C 3.59222 1.47583 0.49383 -0.16
C 5.03200 3.13087 -0.50496 -0.09
H 1.08301 -0.44820 1.85150 0.13
C -6.25925 -2.38741 -0.32059 -0.09
C 5.45013 2.20081 -1.44284 -0.08
H -1.41676 2.84272 -0.51682 0.13
C -0.17310 -3.85682 -0.84451 -0.13
C 1.66647 -0.01114 1.03544 -0.24
N -0.30099 1.30863 0.35107 -0.07
C -2.60930 -0.32812 -0.78660 -0.01
H -0.71961 -4.02233 -1.77147 0.08
C 0.96946 -2.89138 -1.05997 -0.26
H -5.55119 3.67150 -0.28811 0.10
H -5.21405 3.36345 1.43898 0.10
C -3.73406 1.68137 -0.11720 -0.23
C 4.00771 0.54412 -0.45089 -0.14
H 3.16136 0.66028 2.40870 0.14
O -6.15104 -1.00365 -0.08615 -0.08
H 6.17242 2.47725 -2.19631 0.10
H -1.68773 1.75129 1.81326 0.09
N 2.47545 -1.10265 0.55364 -0.19
C -4.79166 3.72773 0.49722 -0.08
C -4.93758 -0.41065 -0.25451 -0.27
C -4.90882 0.95969 0.00887 0.06
H 5.42446 4.13665 -0.52352 0.10
C 4.10623 2.76624 0.45356 -0.03
H -0.21127 2.72289 1.89635 0.10
O 0.83072 0.15853 -1.20570 0.04
H 4.24567 -1.58798 -0.34334 0.13
H 3.77580 3.48884 1.18667 0.11
H 5.25053 0.19386 -2.15207 0.12
H -7.29939 -2.63908 -0.11969 0.09
C 4.93478 0.91947 -1.41657 -0.03
C -3.77725 -1.05950 -0.65422 -0.02
H 3.00906 -1.00805 -1.47923 0.12
H -0.80445 1.58477 -1.62815 0.13
```

Highest occupied orbital energy (eV): -8.40
Total charge: 0
SMILES: CCS(=O)(=O)N1Cc2ccccc2C[C@H]1C(=O)N(C)Cc1ccc(OC)cc1OC
F_max (eV/A): 0.8
Calculated total energy (eV): -47321.1479

# 2
Density functional theory data (wB97M-V/def2-TZVPD) for the molecule C22H28N2O6S2.

```
60
Properties=species:S:1:pos:R:3:lowdin_charge:R:1
H 8.03567 3.08686 1.36654 0.12
H -10.26325 -0.03286 0.01333 0.11
H -9.19101 -2.14481 -0.57355 0.12
H 1.06192 0.25489 -1.69283 0.12
C -1.08255 0.59580 0.05136 -0.01
H -6.14897 1.99292 -1.01738 0.12
C 2.91434 -0.66441 -1.15030 -0.04
N 5.87657 -0.95482 0.86480 -0.12
O 7.05531 2.37921 -0.31571 -0.10
C -3.29093 -0.18256 0.51068 -0.28
H 10.11072 1.93840 0.81182 0.11
C 0.84651 -0.97779 0.04878 -0.17
H -0.39978 1.40258 -0.16813 0.12
H -2.83463 1.84971 0.10451 0.12
C -2.43220 0.85451 0.20402 -0.04
C -7.85571 0.67019 -1.27303 -0.31
H 4.99188 0.79710 0.27663 0.12
H 0.95389 -2.27648 1.75197 0.12
C -9.27551 -0.19050 0.44987 -0.14
C 8.47602 0.56369 0.29647 -0.13
O -8.03218 -0.73021 -1.46756 -0.12
H 6.90535 0.55914 -1.23091 0.13
O 5.74451 -1.34341 -1.68921 -0.29
C 7.08290 0.95890 -0.22648 -0.33
C 1.56668 -0.39349 -0.99290 -0.01
O -5.21977 1.50813 1.09865 -0.29
H -6.17239 1.11843 -2.57357 0.12
H -1.10391 -2.73885 0.62964 0.12
H -7.72404 -1.69289 0.34559 0.10
H 8.44169 3.85727 -0.18990 0.12
C 9.29152 1.84186 0.10332 -0.15
H 6.06082 0.93840 1.68251 0.13
H 6.72662 -1.37140 1.21426 0.10
C -8.35648 0.98913 0.14270 -0.12
C 3.54086 -1.51437 -0.26082 -0.28
C 8.21526 2.90709 0.29565 -0.20
H 8.42163 0.31473 1.35892 0.11
C -1.47551 -1.73110 0.52251 -0.01
H -7.51716 1.00076 0.83793 0.08
S 5.28402 -1.84943 -0.42589 0.66
O -5.64931 -0.90670 1.40920 -0.29
H -8.86237 1.95113 0.18391 0.12
H 3.49012 -0.23910 -1.95728 0.12
N -5.47201 0.05375 -0.95600 -0.10
C -2.82621 -1.47303 0.66979 -0.04
H 3.37996 -2.76193 1.44803 0.12
C -0.58994 -0.70002 0.20896 -0.17
C -6.37464 1.04229 -1.50102 -0.17
S -5.03734 0.15532 0.65685 0.66
H -5.80383 -0.87685 -1.17692 0.11
H 8.88562 -0.28545 -0.24527 0.12
C 2.85035 -2.10079 0.78157 -0.04
C -8.54621 -1.31528 -0.27712 -0.19
H -8.46394 1.18737 -2.02932 0.15
H 9.68518 1.89165 -0.91171 0.12
O 5.55946 -3.21695 -0.10078 -0.29
H -9.37559 -0.38494 1.51411 0.12
C 5.94808 0.47715 0.69581 -0.18
C 1.50226 -1.83539 0.93357 -0.01
H -3.52838 -2.25256 0.91927 0.11
```

Highest occupied orbital energy (eV): -9.22
Total charge: 0
SMILES: O=S(=O)(NC[C@@H]1CCCO1)c1ccc(-c2ccc(S(=O)(=O)NC[C@@H]3CCCO3)cc2)cc1
F_max (eV/A): 1.0
Calculated total energy (eV): -60203.1963

# 3
Density functional theory data (wB97M-V/def2-TZVPD) for the molecule C22H28N4O.

```
55
Properties=species:S:1:pos:R:3:lowdin_charge:R:1
H 5.45985 1.37627 0.35703 0.10
H -2.57866 -0.80247 -2.12975 0.12
H -3.26744 0.38383 0.10662 0.13
H -3.36515 3.66382 2.15964 0.11
O 6.33112 -0.90026 -0.88759 -0.09
H 3.28435 1.59282 1.42548 0.11
C 3.54595 0.65494 0.95510 -0.04
C 4.78654 0.53321 0.34733 -0.03
H -3.74206 -2.75885 -1.79452 0.10
C -2.09125 -2.68931 -0.40780 -0.16
C 1.28958 -0.28083 1.61477 -0.14
N -1.53956 -1.42370 -0.47937 0.03
C -2.67838 4.44692 0.26171 -0.20
H 6.92868 1.00700 -1.44891 0.09
H -1.14708 2.68079 1.67102 0.12
H -3.17950 3.51241 -1.61120 0.10
H -1.04208 -5.23373 1.60451 0.11
C 2.65093 -0.40000 0.97749 -0.22
H -0.13853 0.55777 0.26212 0.10
H -2.93865 -6.32019 0.43441 0.09
C 3.01267 -1.59600 0.36281 -0.03
C -1.24621 2.79061 -0.95977 -0.19
H 8.15021 -0.28840 -1.44292 0.09
H -1.01693 0.00480 -1.89005 0.13
C -1.32331 -3.38185 0.55872 -0.23
C -1.62317 -4.69962 0.86976 -0.03
H 4.53019 -2.65065 -0.72620 0.12
H -0.32937 3.21771 -0.53956 0.13
C 7.29305 0.12414 -0.91280 -0.10
C -2.62781 0.79877 -0.67571 -0.15
H -2.35276 1.39996 1.85947 0.12
H 1.21495 0.64997 2.18456 0.12
N -0.34575 -2.55552 1.05553 0.16
N -1.66391 1.71216 -0.07562 -0.22
H -1.00299 2.36574 -1.93657 0.12
C 5.14238 -0.66325 -0.26133 -0.28
C -0.50416 -1.41590 0.43248 -0.35
C -3.14279 3.29965 1.15570 -0.18
H -4.05450 2.85865 0.74614 0.11
H -1.88051 4.69823 -1.73571 0.11
H 2.31583 -2.42021 0.37723 0.11
C -2.29026 3.90316 -1.11117 -0.18
N 0.24917 -0.31385 0.60828 0.09
H -1.81132 4.93123 0.71805 0.11
H 7.59952 0.41422 0.09776 0.09
H -3.46736 5.19489 0.16188 0.11
C 4.23823 -1.72807 -0.24986 0.00
H 1.12271 -1.13172 2.28159 0.12
C -2.68321 -5.29440 0.21079 -0.11
H -4.25600 -5.10330 -1.22739 0.09
C -1.91244 -0.36907 -1.38040 -0.10
C -2.04426 2.23562 1.22698 -0.19
C -3.15005 -3.28756 -1.06030 -0.04
H -3.27472 1.30357 -1.40482 0.12
C -3.43381 -4.60417 -0.73558 -0.12
```

Highest occupied orbital energy (eV): -7.24
Total charge: 0
SMILES: COc1ccc(CNc2nc3ccccc3n2CCN2CCCCC2)cc1
F_max (eV/A): 0.7
Calculated total energy (eV): -31276.9578

# 4
Density functional theory data (wB97M-V/def2-TZVPD) for C22H28N4O3S as an isolated structure at a distorted geometry.

```
58
Properties=species:S:1:pos:R:3:lowdin_charge:R:1
C 3.46493 -0.06687 -0.91062 -0.23
C 1.86558 0.64351 0.58353 -0.20
H 4.50024 -0.76280 -0.82577 0.17
H 1.67860 -3.43973 2.90365 0.15
S -1.47013 -2.03892 2.32591 1.00
H -1.62518 4.25570 -3.81157 0.02
H -0.76610 -1.41743 -3.90932 0.20
C -0.59507 2.05174 1.35980 0.06
H 0.44362 -2.90124 -2.20390 0.18
C -0.87477 2.58271 -2.42042 -0.13
C -0.15009 -1.94877 -1.80866 -0.30
N -1.35248 -2.17277 -1.35160 -0.17
H 0.97031 -0.73585 -3.15572 0.08
N -0.81468 4.03684 -1.07747 -0.09
C -0.99732 -3.24596 0.92141 -0.34
H -1.53418 2.50580 1.37781 0.08
C -0.01967 -0.85425 -2.80920 -0.18
C 1.44369 1.50239 -0.31714 0.06
H -2.64455 -3.39298 -0.30180 0.09
H 3.40763 -1.32229 2.39088 -0.06
C -1.77030 1.60581 3.80463 0.05
H 3.86440 0.03275 2.75748 0.16
H 2.84574 -0.34621 -1.77849 0.10
C -2.07614 0.16653 -1.99967 -0.18
C 0.18099 -3.49249 1.28822 -0.23
C -0.12468 -2.48371 3.26716 -0.44
H -1.30403 -3.95762 -0.85955 0.02
C -0.47726 1.38450 -3.40822 -0.03
H -1.95401 1.32914 4.79994 0.04
H -1.66080 2.85874 3.75166 0.14
H 3.15936 -0.99809 3.97774 0.11
O 1.76076 -0.10868 2.97015 -0.01
H -1.17731 1.56103 -4.11072 0.07
H -2.44278 1.24107 2.85599 0.12
H -2.41437 1.03837 -1.75654 0.05
H 0.48325 1.60824 -3.61023 0.08
C 0.08502 2.12554 0.01255 -0.03
O 2.93388 -0.11530 0.19362 -0.07
H -0.97740 4.71136 -0.07314 0.26
C 0.19183 1.18856 2.09777 -0.25
H 0.26296 -1.56456 -0.86085 0.13
N -0.71412 0.29511 -2.29003 -0.17
H 3.85599 0.84033 -1.08444 0.05
H 0.85995 -4.12637 0.61189 0.15
C -1.43159 3.81738 -2.99048 -0.02
H 0.01421 -2.12067 4.13601 0.02
C -0.40106 2.89803 -1.13328 -0.29
H 1.44509 1.43726 -1.36591 0.10
C 1.36753 0.46279 1.87559 -0.19
H -3.13766 -1.21919 -0.52775 0.17
C -1.66284 -3.28297 -0.40209 -0.11
N -1.65305 4.70455 -1.89148 0.06
C 3.00423 -0.79419 2.92412 -0.01
C 0.52865 -3.38453 2.65652 -0.22
H -1.47996 -0.49522 -0.10351 0.11
C -2.04923 -0.97381 -0.98871 -0.16
H -2.57322 -0.18260 -3.07744 0.18
O -0.29241 1.06027 3.37165 -0.14
```

Highest occupied orbital energy (eV): -7.62
Total charge: 0
F_max (eV/A): 18.8
Calculated total energy (eV): -46185.4241

# 5
Density functional theory data (wB97M-V/def2-TZVPD) for the molecule C22H28N6O2.

```
58
Properties=species:S:1:pos:R:3:lowdin_charge:R:1
C -0.69755 -2.57661 -3.71247 -0.14
N 3.43215 5.08841 -0.74708 0.07
N 2.68048 0.90582 -0.27726 -0.17
C 3.16205 2.97130 -1.44927 -0.22
H -0.70092 0.59437 -0.72136 0.12
C -2.78571 -3.74829 -0.03788 -0.46
H -2.45605 -3.77924 -3.04999 0.09
C 3.23106 1.48145 -1.49632 -0.16
C -2.10149 1.19110 3.31050 -0.07
H 2.03665 3.63634 -3.26188 0.13
C 0.33857 0.37420 -0.97436 -0.11
N 0.17496 -1.82527 -3.07315 0.07
C 2.94529 -0.50689 -0.11622 -0.18
H -2.38197 -3.78703 3.43143 0.12
C -3.26800 1.10349 4.05364 -0.09
H 2.78041 6.43967 -3.47619 0.09
C -3.85742 -0.13099 4.25025 -0.08
H 1.23959 6.33301 -2.59695 0.09
N 2.75457 5.08333 -1.88970 -0.23
H 4.22551 3.56075 0.42225 0.11
C 0.61644 -1.12471 -0.81909 -0.26
N -1.82816 -2.83080 -0.34315 0.18
H -1.45364 -2.27466 0.41663 0.11
C -2.05364 -3.53956 2.41599 -0.18
C 2.56398 3.82927 -2.34883 -0.03
C -1.26278 -2.64847 -1.59489 -0.22
C 2.32622 6.31209 -2.49139 -0.03
H -3.78724 -2.22708 3.88541 0.11
C -2.13302 -1.19109 2.96584 -0.26
H 0.33827 -1.44855 0.19150 0.14
H 0.49736 0.64468 -2.01929 0.11
O -1.47424 -2.24757 2.38575 -0.09
H 1.11057 2.25494 -0.22670 0.12
H -0.62894 -2.69676 -4.77516 0.10
H 2.72890 1.12929 -2.41152 0.12
H 2.34322 -1.20589 -2.08244 0.10
H -3.91138 -2.86518 1.54144 0.12
C 2.10578 -1.40276 -1.03690 -0.12
C -3.21365 -3.69970 1.42732 -0.06
N -0.16207 -1.87609 -1.77895 -0.07
H -3.75210 -4.62334 1.64071 0.13
C 3.68737 3.82609 -0.46458 -0.11
H 1.05685 0.96295 0.97895 0.11
H -4.76544 -0.21122 4.82912 0.11
H 4.28040 1.17218 -1.54813 0.13
H 2.72857 -0.76032 0.92797 0.12
H 4.00812 -0.68610 -0.29201 0.12
H 2.32179 -2.45272 -0.83274 0.12
H -1.23623 -4.21619 2.14941 0.14
C -1.53806 0.05429 2.76966 -0.01
C -3.30131 -1.28008 3.71072 -0.03
H 2.64217 7.12466 -1.84065 0.09
H -3.71235 1.99139 4.47582 0.10
H -0.62702 0.10654 2.19409 0.09
H -1.62834 2.14784 3.14926 0.11
C -1.63598 -3.12930 -2.83490 0.00
O -3.27946 -4.51429 -0.83166 0.09
C 1.27686 1.18731 -0.07061 -0.18
```

Highest occupied orbital energy (eV): -8.34
Total charge: 0
SMILES: Cn1cc(CN2CCC(n3nccc3NC(=O)CCOc3ccccc3)CC2)cn1
F_max (eV/A): 0.8
Calculated total energy (eV): -36303.6222

# 6
Density functional theory data (wB97M-V/def2-TZVPD) for an isolated ion of composition C22H28NO2 and charge +1 at a distorted geometry.

```
53
Properties=species:S:1:pos:R:3:lowdin_charge:R:1
C -5.75596 -0.07087 0.43528 -0.04
H -6.90876 -3.38839 2.12243 0.11
C -5.55090 -1.72435 2.17836 -0.05
C -2.31820 0.29390 0.45802 0.00
O -8.17106 -2.70139 -0.22828 -0.09
C -5.31769 0.13730 6.01500 -0.06
H -2.64276 3.17148 -1.44704 0.11
H -0.58687 0.89429 -1.73635 0.08
C -1.16841 -2.71381 -1.36304 0.03
C -1.53444 -1.96574 -0.11319 -0.41
H -2.53569 2.88155 1.58900 0.09
C -4.39028 0.95570 6.66613 -0.07
H -2.98043 1.51766 -1.96708 0.10
H -0.54425 -2.10466 -2.04172 0.10
C -2.76417 -0.02558 1.85646 -0.06
H -2.73110 -1.12839 1.94413 0.13
H -0.24102 2.53329 -1.23253 0.11
H -2.50220 1.84686 3.96651 0.10
H -6.04450 -0.59971 4.14046 0.10
N -2.08850 -0.69945 -0.41690 0.19
H -5.42048 0.85284 -0.03460 0.10
H -2.08338 -3.03461 -1.88726 0.11
H -2.05091 -0.46334 -1.41372 0.15
H -4.35684 1.40216 1.93369 0.14
H -7.15545 -0.55443 -1.14616 0.12
C -3.38918 1.57741 5.90893 -0.07
H -2.00002 0.32017 2.57225 0.14
C -5.26460 -0.01796 4.62619 -0.04
H -3.90507 2.23843 -0.60853 0.08
H -1.27040 3.61188 0.60421 0.11
C -8.70974 -3.90336 0.35938 -0.05
C -4.22984 0.53326 3.86566 -0.15
H -4.48762 1.15415 7.73985 0.11
C -1.63205 2.66050 1.01578 -0.04
C -5.22184 -0.46566 1.66630 -0.20
H -9.39219 -4.26588 -0.40890 0.10
C -6.57728 -2.47672 1.61524 0.01
H -9.25688 -3.67385 1.28335 0.10
H -7.93514 -4.65479 0.56497 0.09
O -1.35046 -2.38397 1.02113 0.13
H -0.58512 -3.58917 -1.06612 0.10
C -3.30119 1.36027 4.52514 -0.04
H -6.11412 -0.35707 6.57492 0.11
H -2.68138 2.24672 6.39942 0.11
C -0.53451 1.54277 -0.85393 -0.03
C -1.86686 1.66282 -0.09888 -0.53
C -4.13809 0.39570 2.31410 -0.20
C -2.91651 2.16986 -1.08369 -0.02
H -5.02631 -2.09078 3.06504 0.13
H -0.85438 2.30141 1.69973 0.10
H 0.27809 1.18924 -0.20446 0.11
C -7.15038 -2.05533 0.39526 -0.26
C -6.71139 -0.84491 -0.19732 0.01
```

Highest occupied orbital energy (eV): -11.01
Total charge: +1
SMILES: COc1ccc([C@H](C/C(=[NH+]\C(C)=O)C(C)(C)C)c2ccccc2)cc1
F_max (eV/A): 3.0
Calculated total energy (eV): -28846.3003

Which Kohn-Sham gap belongs to each record? In order, 9.0, 9.1, 7.9, 8.2, 9.0, 5.9 eV.